Below is the molecule C29H36N4O6 in a non-equilibrium geometry, with properties calculated with ωB97M-V with the def2-TZVPD basis set.

ORCA input file:
```
! RIJCOSX wB97M-V def2-TZVPD def2/J DEFGRID3
* xyz 0 1
O 0.4583 3.7516 -2.7738
O 0.4724 -2.8523 -0.1350
O -0.9539 4.7492 0.0324
O -3.4364 1.5979 2.6574
O 0.7994 0.3108 3.3235
O -0.7953 -3.3065 2.4231
N -0.3098 -0.7688 1.6884
N -1.3372 2.4600 2.5949
N 2.3218 -1.6762 -0.7066
N -0.5660 4.1594 1.1945
C 0.7286 0.5678 -0.1206
C 1.8290 -2.8077 -2.8188
C -2.0945 4.1834 -0.4019
C -1.4645 3.2432 1.4708
C -1.6915 -2.7697 1.5577
C 3.8631 -0.5871 -3.0622
C -1.4737 -1.4260 1.2063
C 2.8755 -2.5622 -1.7289
C -1.8771 0.8986 4.3476
C -2.7973 -3.4252 1.0339
C 0.5931 2.7510 -1.8599
C 0.8451 -0.6217 0.8088
C 1.3789 1.7555 0.1776
C -1.3883 -0.4762 3.8681
C -0.0681 1.5584 -2.1624
C -2.3713 -0.7587 0.3941
C -0.8100 -4.6994 2.6177
C 1.1625 -1.8613 -0.0443
C -3.4791 -1.4211 -0.1102
C 3.2637 -3.8920 -1.0731
C -2.6710 4.6596 -1.6812
C 1.3271 2.8386 -0.6828
C 4.1309 -1.8796 -2.2951
C -0.1957 -0.2901 2.9462
C 0.0083 0.4792 -1.3094
C -3.6786 -2.7510 0.2033
C -2.3269 1.6823 3.1303
C -2.4790 3.2144 0.4762
C 1.1161 4.9756 -2.5307
H -3.6361 4.1914 -1.8458
H 4.0289 -3.7339 -0.3163
H -2.2023 -0.9990 3.3708
H -0.4907 -0.4437 -1.5652
H -0.6305 1.5013 -3.0812
H -0.4331 2.4994 3.0466
H -1.7216 -5.0264 3.1297
H -2.1976 0.2802 0.1601
H 1.4482 -1.8650 -3.2024
H 3.6436 -4.5852 -1.8184
H -1.0712 1.4125 4.8716
H 4.8083 -1.6712 -1.4626
H -1.0550 -1.0626 4.7262
H -0.7102 -5.2295 1.6665
H 2.3893 -4.3283 -0.5992
H 2.2015 4.8423 -2.4891
H 0.7658 5.4374 -1.6037
H -2.9796 -4.4626 1.2653
H 2.8117 -0.8088 -0.5559
H 4.6356 -2.5855 -2.9565
H 0.0518 -4.9179 3.2465
H -2.7289 0.7695 5.0155
H 0.9970 -3.3684 -2.4029
H 3.3517 -0.7899 -3.9988
H -4.1770 -0.8975 -0.7446
H -2.7875 5.7416 -1.6622
H -4.5331 -3.2782 -0.1944
H 1.8428 3.7448 -0.4124
H 3.2529 0.1053 -2.4848
H 0.8649 5.6155 -3.3752
H 4.8058 -0.0964 -3.2935
H -3.3408 2.5845 0.4559
H 1.9326 1.8420 1.1007
H 1.6889 -0.4503 1.4916
H 2.2663 -3.3760 -3.6353
H -2.0008 4.4052 -2.5021
*
```

ΔE to the lowest compared entry with this formula, charge and spin = 0.106 eV
E_tot = -1797.163067 Eh
highest occupied orbital energy = -8.28 eV
maximum force = 0.025 Eh/bohr
HOMO-LUMO gap = 9.00 eV
LUMO energy = 0.0265 Ha
structure (SMILES) = CCC(C)(C)NC(=O)[C@@H](c1ccc(OC)cc1)N(C(=O)CCC(=O)Nc1cc(C)on1)c1ccccc1OC